# 1
The following is a quantum chemistry calculation of a 10-piece molecular cluster, C38H82N4O18 overall at a distorted geometry, from OMol25.

ORCA input file:
```
! wB97M-V def2-TZVPD RIJCOSX def2/J DEFGRID3
* xyz 0 1
O -3.02092 2.64478 1.95286
C -2.05476 2.10936 1.41984
C -2.09378 1.56078 0.06842
C -1.00908 1.15173 -0.65491
O -1.19823 0.79619 -1.95388
C 0.38745 1.07996 -0.08160
O 1.31976 0.86156 -0.74453
C 0.33901 1.62977 1.31549
C -0.74047 2.06581 1.96974
O -0.58736 2.40743 3.26625
H -2.97772 1.72690 -0.52946
H -0.39388 0.31363 -2.15822
H 1.27114 1.52994 1.85175
H -1.45280 2.52522 3.66467
C -4.97341 5.75248 -5.83798
N -5.29275 7.00359 -6.60205
C -4.93680 8.23800 -5.97490
C -5.91207 6.92096 -7.77891
O -6.30223 7.88513 -8.48512
H -5.46988 4.79185 -5.97513
H -5.01671 6.01590 -4.78118
H -3.89939 5.57557 -5.89498
H -5.85622 8.62981 -5.53988
H -4.18089 8.08694 -5.20426
H -4.56368 8.99640 -6.66316
H -5.99583 5.87201 -8.10279
C 5.04311 4.60056 -2.79691
N 4.41922 5.22554 -3.94656
C 3.46667 6.25999 -3.55020
C 4.72236 4.92933 -5.21828
O 4.34188 5.54766 -6.22009
H 4.30465 4.26765 -2.06757
H 5.66483 5.33758 -2.28861
H 5.53595 3.66716 -3.06889
H 2.88405 6.75041 -4.33002
H 2.66765 5.89238 -2.90635
H 3.99144 7.18382 -3.30678
H 5.44717 4.12009 -5.39712
C 7.71244 -2.46090 1.38512
N 8.01559 -3.82946 1.77773
C 9.38393 -4.36788 1.49943
C 7.03815 -4.71487 2.11698
O 7.25361 -5.91214 2.27313
H 8.60190 -1.91880 1.06404
H 7.12595 -2.00622 2.18349
H 7.01258 -2.49947 0.55037
H 9.47883 -5.41337 1.79272
H 9.32531 -4.48157 0.41696
H 10.27688 -3.79844 1.75726
H 6.06552 -4.20431 2.19119
C 4.81684 -2.90362 10.23974
N 4.69614 -3.19973 8.77285
C 5.23373 -4.48287 8.31509
C 4.24630 -2.27839 7.94507
O 4.08973 -2.34961 6.71365
H 5.80803 -2.64732 10.61386
H 4.38874 -3.73933 10.79328
H 4.03495 -2.15978 10.39283
H 5.73876 -4.31773 7.36337
H 6.02108 -4.84138 8.97816
H 4.48429 -5.26071 8.16879
H 4.01841 -1.36409 8.51455
C -7.86197 -5.27789 -4.29257
O -7.47923 -4.07872 -3.64450
C -7.71394 -4.14461 -2.31162
C -7.80064 -2.66023 -1.86695
O -8.01461 -2.27953 -0.47778
C -7.06691 -2.81678 0.51115
H -8.94340 -5.41208 -4.26805
H -7.56397 -6.23771 -3.87062
H -7.42027 -5.23818 -5.28827
H -6.98991 -4.65265 -1.67461
H -8.72909 -4.50880 -2.15374
H -8.56277 -2.17858 -2.47953
H -6.83171 -2.24336 -2.14170
H -7.15571 -2.25531 1.44119
H -6.04215 -2.75726 0.14452
H -7.12647 -3.88711 0.70849
C 4.49656 3.50635 11.23180
O 4.63372 3.76386 9.82128
C 4.35149 5.11731 9.45201
C 4.58431 5.31073 7.90735
O 5.96187 4.99569 7.62426
C 6.23525 4.48418 6.32470
H 5.26733 4.02845 11.79873
H 4.53605 2.42960 11.39659
H 3.49441 3.80274 11.54155
H 5.02522 5.70091 10.07940
H 3.36248 5.44332 9.77400
H 4.24413 6.31722 7.66373
H 4.04565 4.59822 7.28263
H 5.96268 5.26500 5.61467
H 5.66254 3.56046 6.24189
H 7.31447 4.33247 6.30597
C -3.91770 5.38440 7.66937
O -3.62981 3.98903 7.59676
C -4.58252 3.12907 8.16058
C -4.22210 1.60416 8.15120
O -2.82649 1.29814 8.37191
C -2.17133 1.83722 9.43523
H -4.38908 5.72842 6.74874
H -2.98518 5.94410 7.74191
H -4.66940 5.58968 8.43152
H -5.42939 3.32145 7.50188
H -4.75637 3.48553 9.17587
H -4.52326 1.24707 7.16637
H -4.86633 1.22777 8.94581
H -1.75499 2.80722 9.16347
H -1.39794 1.10631 9.67130
H -2.83199 1.86628 10.30170
C -3.10348 -2.29536 -10.26454
O -2.21693 -3.28407 -10.81720
C -2.57923 -3.93255 -12.01912
C -1.66314 -5.07544 -12.44348
O -1.56303 -5.22074 -13.89309
C -2.72942 -5.50624 -14.60842
H -2.76445 -1.27528 -10.44511
H -3.15428 -2.39028 -9.17987
H -4.06562 -2.38724 -10.76847
H -2.30596 -3.29031 -12.85635
H -3.63206 -4.21095 -12.06536
H -1.85583 -6.00824 -11.91353
H -0.61248 -4.84527 -12.26675
H -3.46881 -6.22327 -14.25167
H -2.51347 -5.91554 -15.59530
H -3.19251 -4.55911 -14.88519
C 1.87359 -4.18899 -5.01259
O 0.72007 -3.99971 -4.23624
C -0.32080 -4.90037 -4.48971
C -0.89263 -5.29914 -3.10506
O 0.10772 -6.20649 -2.53545
C 1.18445 -5.60235 -1.81208
H 2.60467 -4.76940 -4.44978
H 2.27316 -3.18426 -5.15031
H 1.76190 -4.70584 -5.96573
H 0.05715 -5.77479 -5.01947
H -1.14175 -4.60630 -5.14367
H -1.79421 -5.87162 -3.32308
H -1.22100 -4.42147 -2.54831
H 1.70533 -6.40450 -1.28927
H 0.86379 -4.84455 -1.09722
H 1.97252 -5.19596 -2.44602
*
```

Results
SMILES string = O=C1C=C(O)C(=O)C=C1O.CN(C)C=O.CN(C)C=O.CN(C)C=O.CN(C)C=O.COCCOC.COCCOC.COCCOC.COCCOC.COCCOC
highest occupied orbital energy = -0.33372 Eh


# 2
The following is a quantum chemistry calculation of C16H27N2O3SSe4SiTi as an isolated structure at a distorted geometry, from OMol25.

ORCA input file:
```
! wB97M-V def2-TZVPD RIJCOSX def2/J DEFGRID3
* xyz -1 1
Ti -1.13292 1.20786 0.42606
Se -2.27176 2.15264 2.50930
Se -4.54577 2.59540 2.19131
Se -4.29610 4.12815 0.49166
Se -2.78472 2.91725 -0.84958
O -0.08253 -0.36265 -3.19583
C -0.68719 -0.51300 -2.15947
O -0.72436 0.44022 -1.25813
C -1.40599 -1.76171 -1.76901
C -1.30873 -2.82143 -2.67724
C -2.03876 -3.99974 -2.48480
C -2.73475 -4.21987 -1.31423
C -2.80730 -3.21516 -0.38370
C -2.26636 -1.93575 -0.62431
S -2.57699 -0.77135 0.68886
H -0.71540 -2.63653 -3.55975
H -2.12041 -4.81117 -3.21997
H -3.25315 -5.14847 -1.11244
H -3.39497 -3.36001 0.51573
C 2.44165 -0.39068 -0.58979
C 2.78256 -0.99031 0.77446
N 1.71110 -1.73461 1.52211
C 1.73478 -3.22368 1.41362
C 1.19772 -3.73931 0.06100
C 0.56618 -1.08559 1.88550
C -0.38129 -1.81168 2.70477
N 0.39837 0.17761 1.60356
H 3.38428 -0.21313 -1.06698
H 2.04252 0.57689 -0.46565
H 1.76946 -1.01988 -1.22746
H 3.13186 -0.17049 1.38523
H 3.58049 -1.74525 0.68629
H 1.10153 -3.61654 2.18685
H 2.72631 -3.58600 1.57360
H 0.16412 -3.78714 0.04231
H 1.53491 -4.74663 -0.15097
H 1.65958 -3.11358 -0.76653
H 0.08497 -2.10404 3.61232
H -0.75912 -2.64954 2.15707
H -1.23197 -1.15943 2.81637
H 1.18569 0.55534 1.12381
C -0.52403 5.21722 0.68119
Si 0.53977 3.92538 -0.15890
C 0.44791 3.98695 -1.94255
C 2.24421 4.39803 0.41234
O 0.37299 2.36414 0.35712
H -0.40431 6.14986 0.09925
H -0.15661 5.38388 1.74952
H -1.55061 4.93634 0.65447
H 1.43215 4.27084 -2.33868
H -0.33399 4.63264 -2.27521
H 0.34695 3.02262 -2.49210
H 2.54908 5.41248 0.19916
H 3.03321 3.70880 0.06761
H 2.32574 4.28382 1.49084
*
```

Results
highest occupied orbital energy = -0.15024 Eh
relative energy (zero: lowest compared OMol25 entry of this formula, charge and spin) = 37.60 kJ/mol


# 3
The following is a quantum chemistry calculation of one molecule with the formula C5H10N2O2S at a distorted geometry, from OMol25.

ORCA input file:
```
! wB97M-V def2-TZVPD RIJCOSX def2/J DEFGRID3
* xyz 0 1
C -1.29332 1.57550 -1.40897
C -0.86643 1.02480 -0.24804
S -1.79905 -0.40228 0.23943
O -2.64830 -1.06464 -0.79584
O -2.61764 -0.03982 1.34042
C -0.10686 -1.48280 0.75878
N 1.07490 -0.81142 0.25252
C 1.38375 -0.96111 -1.15776
N 1.52049 0.35002 0.52497
C 1.43987 0.98360 1.62807
H -1.79864 0.79273 -1.97272
H -1.19772 2.57295 -1.82564
H -0.32733 1.63622 0.57547
H -0.11912 -2.42870 0.44190
H -0.14200 -1.40066 1.85490
H 1.65681 0.03672 -1.50074
H 2.14071 -1.71058 -1.36205
H 0.49654 -1.28842 -1.67079
H 1.04410 0.72177 2.62726
H 2.15922 1.89614 1.69884
*
```

Results
SMILES string = C=CS(=O)(=O)CN(C)N=C
highest occupied orbital energy = -0.32523 Eh
relative energy (zero: lowest compared OMol25 entry of this formula, charge and spin) = 456.06 kJ/mol


# 4
The following is a quantum chemistry calculation of a 10-piece molecular cluster, C28H78N2O20 overall at a distorted geometry, from OMol25.

ORCA input file:
```
! wB97M-V def2-TZVPD RIJCOSX def2/J DEFGRID3
* xyz 0 1
C -2.14902 -1.90125 8.54434
O -3.17157 -1.45546 7.68163
C -3.17433 -0.07053 7.46922
C -2.00865 0.52190 6.68132
N -2.01454 0.20296 5.26853
C -1.64882 -1.17807 4.94772
C -1.55008 -1.51293 3.47156
O -1.36540 -2.91106 3.34487
C -1.27624 -3.36363 2.01870
H -1.90428 -1.25477 9.39212
H -1.30359 -2.27093 7.96232
H -2.52822 -2.77311 9.09424
H -3.33159 0.52213 8.37914
H -4.05549 0.14906 6.85765
H -1.05919 0.26754 7.18763
H -1.99876 1.61535 6.68374
H -1.46117 0.85639 4.72750
H -2.41374 -1.81369 5.39429
H -0.68613 -1.42782 5.41916
H -0.77236 -0.93493 2.96122
H -2.51583 -1.25939 3.01436
H -2.24144 -3.53202 1.52807
H -0.89281 -4.38523 2.08837
H -0.61273 -2.76683 1.38786
C -0.46140 -4.26343 -4.97971
O -0.68462 -2.92180 -4.57106
C -0.72916 -2.72720 -3.17115
C -1.80265 -3.54534 -2.44930
N -3.09704 -3.06936 -2.86713
C -4.21400 -3.94524 -2.47325
C -4.11465 -4.53324 -1.07085
O -4.65561 -3.70639 -0.03221
C -4.12884 -2.40369 -0.05141
H 0.31217 -4.74065 -4.37375
H -0.10353 -4.18472 -6.00476
H -1.40762 -4.80750 -4.96126
H -0.76745 -1.66578 -2.92744
H 0.25787 -2.97661 -2.75323
H -1.58798 -3.39199 -1.38703
H -1.61966 -4.61692 -2.62412
H -3.08940 -2.78443 -3.83428
H -4.27217 -4.83156 -3.11858
H -5.11530 -3.33211 -2.50168
H -3.12052 -4.88338 -0.79144
H -4.82359 -5.36312 -1.06227
H -3.06994 -2.27209 -0.28313
H -4.31279 -1.91361 0.90729
H -4.64352 -1.74168 -0.75754
O 6.92852 1.16031 0.13406
C 6.37670 0.06313 0.84078
C 4.86611 0.15382 1.02703
O 4.45444 1.18481 1.93446
H 7.09967 1.86753 0.76297
H 6.67921 -0.84930 0.32297
H 6.79927 -0.02889 1.85401
H 4.48524 -0.82597 1.30695
H 4.50718 0.46530 0.04063
H 5.18233 1.81652 1.94750
O 5.64162 0.27956 -2.14621
C 5.22865 1.41788 -2.95121
C 5.34241 1.00418 -4.40999
O 6.69756 0.88056 -4.77835
H 6.46188 0.48621 -1.69469
H 4.23174 1.64904 -2.57516
H 5.92997 2.22157 -2.71221
H 4.80233 1.71045 -5.03789
H 4.83570 0.03463 -4.47755
H 7.06406 0.16015 -4.25471
O 2.28239 2.82458 6.58505
C 1.89567 1.59537 6.00107
C 2.66614 1.31671 4.71460
O 2.40712 2.22245 3.64742
H 3.20349 2.79157 6.85622
H 2.08874 0.74388 6.66260
H 0.81679 1.65281 5.86876
H 2.40442 0.31128 4.35952
H 3.73889 1.22604 4.91168
H 3.11686 2.08028 2.99995
O -0.84721 2.03703 3.27431
C -1.57996 2.58903 2.16758
C -2.91136 1.86276 1.99713
O -3.71282 1.82923 3.16024
H 0.10522 2.08129 3.12327
H -1.72231 3.63061 2.47532
H -0.95244 2.47500 1.28326
H -2.71532 0.84370 1.64171
H -3.51791 2.41060 1.27640
H -3.21664 1.46986 3.91474
O 0.57513 0.01502 -1.68416
C 0.64349 0.30675 -0.31701
C 1.80941 1.26485 0.05286
O 1.27301 2.57594 0.33114
H 0.04729 0.69549 -2.12738
H -0.21356 0.75316 0.19572
H 0.86332 -0.63583 0.19329
H 2.46926 1.40218 -0.80332
H 2.26685 0.86425 0.95133
H 1.25495 3.04167 -0.50865
O -0.35500 0.47480 -6.18397
C 1.04634 0.18677 -5.99164
C 1.51275 0.42087 -4.59132
O 2.11148 1.68411 -4.29716
H -0.52125 1.41775 -6.04958
H 1.13683 -0.85076 -6.30141
H 1.61139 0.84484 -6.66147
H 2.25595 -0.34203 -4.33919
H 0.68413 0.25212 -3.89686
H 1.39180 2.32240 -4.49416
O 0.16662 3.56821 -5.40495
C -0.57486 4.25705 -4.42463
C -0.06033 3.94705 -3.01607
O -0.48256 2.62830 -2.63698
H 0.64860 4.12484 -6.01992
H -0.51959 5.34433 -4.53231
H -1.64404 4.03498 -4.45632
H -0.59808 4.51707 -2.24791
H 1.01466 4.13713 -2.95359
H -1.00947 2.23741 -3.36480
O -3.11021 1.87864 -1.73075
C -3.04458 0.48656 -2.09142
C -3.10069 0.41197 -3.59957
O -1.99725 1.02640 -4.28014
H -2.22257 2.24164 -1.85506
H -2.21628 -0.03685 -1.60322
H -3.92214 0.03339 -1.63244
H -4.01981 0.87839 -3.95748
H -3.19400 -0.62125 -3.94212
H -1.75398 0.66296 -5.14790
*
```

Results
SMILES string = COCCNCCOC.COCCNCCOC.OCCO.OCCO.OCCO.OCCO.OCCO.OCCO.OCCO.OCCO
highest occupied orbital energy = -0.30469 Eh
relative energy (zero: lowest compared OMol25 entry of this formula, charge and spin) = 109.14 kJ/mol


# 5
The following is a quantum chemistry calculation of a 2-piece molecular cluster, C5H12N2O overall at a distorted geometry, from OMol25.

ORCA input file:
```
! wB97M-V def2-TZVPD RIJCOSX def2/J DEFGRID3
* xyz 2 1
C -1.46310 0.26021 0.28533
C 0.86521 -0.62305 0.23621
C 1.51506 0.59389 -0.43891
C -2.79500 0.19057 0.08552
C 2.96767 0.64545 -0.39935
N -3.42931 -0.98888 -0.49081
N 3.69836 -0.14813 0.29430
O -3.80639 1.16335 0.28794
H -0.99991 1.30966 0.46489
H 0.91037 -1.46425 -0.31852
H 1.13738 1.65931 -0.06857
H 3.54809 1.33771 -0.94120
H 1.18296 0.62407 -1.39151
H -3.75924 -0.74788 -1.37810
H -4.24148 -1.30558 0.16294
H -2.57062 -1.71767 -0.59767
H 4.70590 0.02625 0.30083
H 3.41300 -0.93548 0.74645
H 0.72540 -0.52493 1.39908
H -3.34974 1.85390 0.69070
*
```

Results
highest occupied orbital energy = -0.62429 Eh
relative energy (zero: lowest compared OMol25 entry of this formula, charge and spin) = 454.08 kJ/mol


# 6
The following is a quantum chemistry calculation of a 2-piece molecular cluster, C2Cl2O overall at a distorted geometry, from OMol25.

ORCA input file:
```
! wB97M-V def2-TZVPD RIJCOSX def2/J DEFGRID3
* xyz 0 3
C -1.60291 0.41969 0.23664
C 0.75295 0.17642 -0.35414
O -2.09817 -0.54045 -0.00710
Cl 1.82674 1.32929 0.06803
Cl 1.12139 -1.38496 0.05657
*
```

Results
highest occupied orbital energy (spin up / spin down) = -0.30021 / -0.42714 Eh
relative energy (zero: lowest compared OMol25 entry of this formula, charge and spin) = 39.18 kJ/mol